[1]
The following is a quantum chemistry calculation of C30H33FeN2O as an isolated structure, from OMol25.

Atoms and positions in Å:
C -3.481 -3.559 -0.210
N -2.735 -2.337 -0.034
C -2.882 -1.094 -0.791
C -2.918 -1.357 -2.289
C -4.150 -0.275 -0.431
N -1.640 -0.387 -0.392
C -1.283 -0.828 0.955
C -2.086 -0.194 2.092
C -1.608 1.112 2.670
C -0.258 1.295 2.997
C 0.146 2.438 3.697
C -0.795 3.403 4.071
C -2.133 3.261 3.680
C -2.540 2.110 2.999
C -1.728 -2.284 0.896
O -1.277 -3.235 1.530
H -3.125 -4.290 0.521
H -4.550 -3.384 -0.034
H -3.332 -4.013 -1.198
H -1.969 -1.808 -2.603
H -3.763 -2.017 -2.533
H -3.039 -0.401 -2.812
H -4.448 -0.371 0.624
H -3.981 0.791 -0.664
H -5.000 -0.620 -1.039
H -1.691 0.623 -0.456
H -0.205 -0.819 1.159
H -3.118 -0.074 1.745
H -2.113 -0.941 2.906
H 0.471 0.541 2.698
H 1.197 2.553 3.961
H -0.485 4.270 4.654
H -2.863 4.036 3.928
H -3.586 1.987 2.704
C 2.997 4.641 -2.712
C 2.487 4.248 -4.012
C 1.069 3.967 -3.878
C 0.697 4.193 -2.491
C 1.894 4.603 -1.767
Fe 2.150 2.864 -2.635
C 3.343 1.742 -1.500
C 3.527 1.488 -2.921
C 2.252 1.096 -3.464
C 1.236 1.100 -2.384
C -0.183 0.919 -2.573
C -0.697 0.529 -3.864
C -1.851 1.171 -4.395
C -2.383 0.792 -5.624
C -1.820 -0.289 -6.320
C -0.659 -0.913 -5.843
C -0.092 -0.502 -4.642
C 1.957 1.529 -1.179
H 4.005 4.988 -2.508
H 3.042 4.267 -4.945
H 0.385 3.746 -4.693
H -0.316 4.176 -2.098
H 1.936 4.922 -0.730
H 4.123 1.983 -0.780
H 4.468 1.527 -3.465
H 2.023 0.781 -4.476
H -0.859 1.348 -1.825
H -2.294 1.971 -3.792
H -3.259 1.319 -6.015
H -2.279 -0.620 -7.255
H -0.197 -1.727 -6.407
H 0.806 -0.995 -4.261
H 1.485 1.568 -0.199

Results
Net charge ... -1
Spin multiplicity ... 5
Energy above the lowest of the compared OMol25 structures with the same formula, charge and spin ... 7.75 kcal per mole
F_max ... 2.5 eV/Å
⟨S²⟩ ... 6.122
HOMO energy (spin up / spin down) ... -1.12 / -2.73 eV

Atom charges from the Löwdin analysis, given in e for atoms 1 to 5: atom 1 (C): -0.029, atom 2 (N): -0.025, atom 3 (C): -0.505, atom 4 (C): -0.014, atom 5 (C): -0.020

***

[2]
The following is a quantum chemistry calculation of C30H33HfN3OSe as an isolated structure, from OMol25.

Atoms and positions in Å:
Hf 0.153 0.285 -0.229
C 1.125 2.662 0.990
C 1.479 1.494 1.923
C 2.911 1.040 1.778
C 3.802 1.370 2.785
C 5.150 1.097 2.635
C 5.599 0.540 1.454
C 4.744 0.197 0.406
C 5.403 -0.282 -0.874
C 5.153 0.619 -2.085
C 3.368 0.411 0.609
N 2.345 0.072 -0.326
C 2.474 -0.845 -1.261
C 1.473 -1.030 -2.241
C 1.459 -1.839 -3.374
C 0.314 -1.497 -4.102
C -0.345 -0.510 -3.391
N 0.337 -0.198 -2.257
H 0.162 3.119 1.194
H 1.201 2.449 -0.100
H 1.913 3.408 1.101
H 0.751 0.646 1.940
H 1.319 1.832 2.949
H 3.440 1.850 3.686
H 5.851 1.346 3.420
H 6.660 0.375 1.321
H 5.164 -1.327 -1.091
H 6.476 -0.295 -0.689
H 4.107 0.675 -2.393
H 5.725 0.262 -2.941
H 5.478 1.637 -1.867
H 3.351 -1.478 -1.289
H 2.214 -2.558 -3.650
H 0.003 -1.911 -5.047
H -1.275 -0.012 -3.622
Se -2.064 1.511 0.016
C -1.716 3.309 -0.598
C -2.176 4.380 0.144
C -1.895 5.662 -0.324
N -1.212 5.903 -1.434
C -0.788 4.862 -2.145
C -1.017 3.544 -1.775
H -2.738 4.247 1.059
H -2.242 6.525 0.232
H -0.246 5.087 -3.056
H -0.680 2.735 -2.413
C -6.529 -3.577 0.340
C -5.148 -3.150 0.700
C -4.823 -2.793 2.011
C -3.556 -2.396 2.360
C -3.275 -2.038 3.792
C -2.557 -2.307 1.324
C -1.356 -1.722 1.688
O -0.397 -1.314 0.914
C -2.865 -2.742 -0.013
C -1.840 -2.841 -1.105
C -4.147 -3.138 -0.285
H -7.189 -3.607 1.203
H -6.507 -4.565 -0.125
H -6.948 -2.892 -0.400
H -5.592 -2.843 2.772
H -4.117 -2.329 4.414
H -3.135 -0.963 3.917
H -2.391 -2.547 4.179
H -1.176 -1.523 2.743
H -0.834 -3.017 -0.732
H -1.834 -1.927 -1.707
H -2.101 -3.656 -1.777
H -4.396 -3.483 -1.282

Results
Net charge ... +2
Energy above the lowest of the compared OMol25 structures with the same formula, charge and spin ... 15.89 kcal per mole
F_max ... 0.8 eV/Å
HOMO energy ... -13.84 eV

Atom charges from the Löwdin analysis, given in e for atoms 1 to 5: atom 1 (Hf): 1.492, atom 2 (C): -0.105, atom 3 (C): -0.218, atom 4 (C): -0.182, atom 5 (C): -0.017

***

[3]
The following is a quantum chemistry calculation of C30H33N4O2RuS4 as an isolated structure, from OMol25.

Atoms and positions in Å:
Ru 0.413 0.614 0.333
C 0.151 -2.284 1.476
N 1.094 -1.472 0.706
C 1.366 -2.098 -0.586
C 2.312 -1.273 1.471
C 3.338 -2.196 1.534
C 4.508 -1.891 2.214
C 4.648 -0.659 2.831
C 3.603 0.246 2.829
C 2.410 -0.054 2.168
N 1.312 0.789 2.089
C 0.878 1.473 3.180
C 1.408 1.329 4.478
C 1.049 2.200 5.482
C 0.171 3.244 5.220
C -0.477 3.306 3.995
C -0.198 2.379 3.005
N -0.971 2.234 1.817
C -1.918 1.122 1.933
C -1.654 3.450 1.406
H 0.542 -3.300 1.606
H -0.806 -2.334 0.953
H 0.009 -1.849 2.466
H 1.580 -3.164 -0.480
H 2.225 -1.613 -1.047
H 0.486 -1.994 -1.222
H 3.245 -3.151 1.043
H 5.320 -2.600 2.241
H 5.573 -0.405 3.327
H 3.724 1.215 3.288
H 2.092 0.520 4.683
H 1.476 2.075 6.467
H -0.052 3.978 5.978
H -1.214 4.072 3.831
H -2.752 1.387 2.596
H -1.419 0.239 2.347
H -2.325 0.896 0.943
H -2.526 3.667 2.033
H -1.994 3.347 0.375
H -0.957 4.284 1.460
S 3.186 0.854 -0.717
S 3.831 2.585 -0.087
S 2.064 3.755 0.374
S 0.603 2.925 -0.656
C -0.482 -1.762 -4.824
O -1.540 -1.438 -3.943
C -1.755 -2.211 -2.856
C -1.079 -3.407 -2.615
C -1.384 -4.195 -1.524
C -2.363 -3.801 -0.629
C -3.041 -2.621 -0.849
C -2.751 -1.803 -1.940
N -3.566 -0.680 -2.134
C -3.324 0.465 -2.767
C -2.085 0.991 -3.119
C -2.020 1.880 -4.224
C -0.827 2.255 -4.760
C 0.372 1.783 -4.192
C 0.358 1.030 -3.056
C -0.860 0.658 -2.423
O -0.880 0.094 -1.280
H -0.493 -0.987 -5.586
H -0.632 -2.737 -5.294
H 0.482 -1.746 -4.308
H -0.315 -3.742 -3.297
H -0.867 -5.129 -1.385
H -2.602 -4.412 0.225
H -3.815 -2.316 -0.161
H -4.514 -0.812 -1.798
H -4.211 1.020 -3.058
H -2.946 2.175 -4.693
H -0.803 2.878 -5.640
H 1.310 2.030 -4.667
H 1.277 0.691 -2.586

Results
Net charge ... +1
Energy above the lowest of the compared OMol25 structures with the same formula, charge and spin ... 68.22 kcal per mole
F_max ... 2.8 eV/Å
HOMO energy (spin up / spin down) ... -9.52 / -9.61 eV

Atom charges from the Löwdin analysis, given in e for atoms 1 to 5: atom 1 (Ru): 1.053, atom 2 (C): -0.042, atom 3 (N): -0.289, atom 4 (C): -0.087, atom 5 (C): -0.266

***

[4]
The following is a quantum chemistry calculation of C30H33NO2P2PdSe2 as an isolated structure, from OMol25.

Atoms and positions in Å:
Pd -0.774 -0.984 0.672
C 1.058 1.905 2.261
N 1.056 1.732 0.794
P 1.065 -0.007 0.392
C 1.907 0.115 -1.256
C 1.641 -0.892 -2.181
C 2.266 -0.894 -3.422
C 3.158 0.115 -3.759
C 3.422 1.130 -2.845
C 2.800 1.127 -1.605
C 2.549 -0.593 1.321
C 3.731 0.122 1.497
C 4.804 -0.435 2.179
C 4.715 -1.730 2.675
C 3.548 -2.458 2.488
C 2.467 -1.891 1.824
P -0.606 2.143 0.324
C -0.334 3.996 0.254
C -1.479 4.786 0.134
C -1.402 6.171 0.091
C -0.168 6.802 0.195
C 0.979 6.034 0.336
C 0.896 4.645 0.360
C -0.663 1.887 -1.511
C -1.410 0.824 -2.015
C -1.571 0.660 -3.386
C -0.977 1.538 -4.279
C -0.212 2.590 -3.790
C -0.066 2.762 -2.420
H 2.042 1.674 2.669
H 0.322 1.245 2.747
H 0.820 2.942 2.507
H 0.921 -1.664 -1.924
H 2.038 -1.682 -4.131
H 3.635 0.121 -4.733
H 4.103 1.932 -3.108
H 2.977 1.932 -0.902
H 3.810 1.128 1.096
H 5.714 0.140 2.320
H 5.554 -2.168 3.204
H 3.470 -3.471 2.867
H 1.542 -2.443 1.679
H -2.447 4.298 0.073
H -2.306 6.759 -0.015
H -0.103 7.884 0.172
H 1.947 6.516 0.422
H 1.790 4.041 0.454
H -1.815 0.053 -1.365
H -2.141 -0.191 -3.742
H -1.091 1.396 -5.348
H 0.281 3.274 -4.471
H 0.535 3.588 -2.061
O -5.046 -4.893 2.611
C -4.380 -5.016 1.335
C -3.249 -3.993 1.202
C -2.407 -4.012 2.484
O -2.197 -5.345 2.997
C -3.895 -2.606 0.925
Se -3.116 -0.976 1.726
C -2.426 -4.487 -0.004
Se -0.979 -3.331 -0.679
H -5.960 -5.163 2.499
H -5.095 -4.849 0.522
H -3.977 -6.030 1.243
H -2.873 -3.386 3.244
H -1.425 -3.597 2.265
H -3.048 -5.615 3.360
H -4.933 -2.634 1.265
H -3.895 -2.457 -0.156
H -3.116 -4.665 -0.837
H -1.979 -5.450 0.260

Results
Net charge ... -2
Energy above the lowest of the compared OMol25 structures with the same formula, charge and spin ... 14.03 kcal per mole
F_max ... 1.0 eV/Å
HOMO energy ... 0.10 eV

Atom charges from the Löwdin analysis, given in e for atoms 1 to 5: atom 1 (Pd): -0.064, atom 2 (C): -0.245, atom 3 (N): -0.512, atom 4 (P): 0.737, atom 5 (C): -0.320

***

[5]
The following is a quantum chemistry calculation of C30H34Br2FMoN8O4STe as an isolated structure, from OMol25.

Atoms and positions in Å:
Mo 0.231 -1.244 2.917
C -3.002 4.202 1.316
C -1.866 3.728 2.190
N -0.961 4.481 2.739
N -0.117 3.632 3.326
C -0.439 2.335 3.197
S 0.425 1.013 3.806
N -1.562 2.369 2.452
N -2.324 1.227 2.175
H -2.910 5.273 1.248
H -4.006 4.000 1.715
H -2.919 3.752 0.340
H 0.593 4.001 3.953
H -3.296 1.507 2.248
H -2.086 0.851 1.244
Br 0.129 -3.023 7.763
C 1.551 -2.717 6.605
C 2.831 -3.047 7.118
C 4.001 -2.823 6.443
Br 5.617 -3.274 7.305
C 3.954 -2.181 5.154
C 5.051 -1.738 4.363
C 4.796 -0.950 3.260
C 3.520 -0.743 2.797
N 2.455 -1.219 3.459
C 2.660 -1.870 4.655
C 1.469 -2.223 5.331
O 0.332 -1.987 4.615
H 2.951 -3.470 8.105
H 6.104 -1.953 4.630
H 5.608 -0.483 2.727
H 3.351 -0.130 1.927
C -0.057 -2.965 -4.766
C 1.252 -2.531 -4.160
N 1.011 -1.853 -2.844
C 1.241 -2.525 -1.712
C 0.966 -2.078 -0.435
C 1.277 -3.110 0.653
O 1.896 -4.123 0.391
O 0.750 -2.799 1.795
C 0.322 -0.847 -0.201
O -0.004 -0.355 0.909
C 0.063 -0.091 -1.452
C -0.427 1.203 -1.352
C -0.695 1.953 -2.443
F -1.295 3.193 -2.388
C -0.355 1.491 -3.710
C 0.238 0.249 -3.860
C 0.449 -0.587 -2.727
N -0.572 2.168 -4.960
C -1.831 1.760 -5.617
C -1.963 2.220 -7.072
N -1.711 3.680 -7.097
C -0.412 4.041 -6.541
C -0.405 3.590 -5.089
H 0.189 -3.728 -5.464
H -0.630 -2.208 -5.266
H -0.684 -3.484 -4.023
H 1.794 -1.864 -4.818
H 1.876 -3.394 -3.955
H 1.723 -3.497 -1.838
H -0.526 1.622 -0.356
H 0.459 -0.086 -4.857
H -2.687 2.153 -5.053
H -1.905 0.658 -5.626
H -2.958 2.038 -7.464
H -1.276 1.682 -7.709
H -2.476 4.124 -6.569
H -1.789 4.064 -8.045
H -0.319 5.088 -6.596
H 0.389 3.578 -7.113
H -1.234 4.150 -4.605
H 0.507 3.928 -4.592
C -2.894 -1.245 4.770
Te -2.430 -2.001 2.882
C -2.062 -4.028 3.559
H -3.907 -1.509 5.064
H -2.802 -0.192 4.720
H -2.168 -1.655 5.466
H -3.040 -4.557 3.636
H -1.617 -4.047 4.570
H -1.411 -4.570 2.841

Results
Net charge ... +3
Spin multiplicity ... 3
Energy above the lowest of the compared OMol25 structures with the same formula, charge and spin ... 13.62 kcal per mole
F_max ... 2.2 eV/Å
⟨S²⟩ ... 2.029
HOMO energy (spin up / spin down) ... -14.53 / -14.58 eV

Atom charges from the Löwdin analysis, given in e for atoms 1 to 5: atom 1 (Mo): 1.328, atom 2 (C): 0.022, atom 3 (C): -0.258, atom 4 (N): 0.153, atom 5 (N): 0.044

***

[6]
The following is a quantum chemistry calculation of C30H34CaN6O2P2S as an isolated structure, from OMol25.

Atoms and positions in Å:
Ca -0.788 -0.022 0.139
C 1.043 -2.853 2.354
P 1.300 -1.057 2.032
C 3.133 -0.921 1.882
C 1.121 -0.472 3.782
C 1.898 -1.026 4.806
C 1.758 -0.630 6.122
C 0.819 0.344 6.450
C 0.049 0.903 5.451
C 0.189 0.514 4.114
P -0.839 1.318 2.812
C -0.501 3.087 3.147
C -2.526 1.136 3.490
H 1.962 -3.317 2.718
H 0.752 -3.334 1.425
H 0.250 -2.966 3.094
H 3.620 -1.819 2.265
H 3.480 -0.053 2.443
H 3.392 -0.824 0.830
H 2.626 -1.792 4.561
H 2.372 -1.082 6.892
H 0.692 0.660 7.479
H -0.682 1.661 5.709
H -0.711 3.368 4.182
H -1.115 3.681 2.469
H 0.541 3.309 2.917
H -2.624 1.529 4.505
H -2.802 0.079 3.467
H -3.202 1.682 2.828
C 1.342 0.777 -2.757
C -0.040 0.936 -3.285
N -0.439 1.964 -3.926
N -1.789 1.652 -4.305
C -2.306 0.623 -3.427
S -2.793 1.324 -1.685
N -1.018 -0.076 -3.236
N -1.024 -0.972 -2.126
H 1.830 1.749 -2.782
H 1.923 0.065 -3.349
H 1.355 0.379 -1.741
H -2.334 2.501 -4.264
H -0.820 -1.913 -2.451
H -2.020 -0.979 -1.871
N -1.438 1.972 -0.779
C -1.231 3.308 -0.748
C -0.011 3.787 -0.197
C 0.268 5.133 -0.078
C -0.641 6.099 -0.511
C -1.830 5.653 -1.085
C -2.124 4.308 -1.211
H 0.720 3.052 0.129
H 1.217 5.440 0.352
H -0.421 7.156 -0.425
H -2.551 6.380 -1.448
H -3.054 3.991 -1.667
N 2.725 -5.030 -8.201
C 2.568 -4.600 -7.144
C 2.378 -4.083 -5.819
C 1.482 -3.040 -5.581
C 1.305 -2.549 -4.302
C 2.016 -3.083 -3.211
C 2.918 -4.135 -3.477
C 3.098 -4.626 -4.751
C 1.850 -2.598 -1.887
C 1.700 -2.172 -0.737
H 0.923 -2.612 -6.403
H 0.608 -1.732 -4.148
H 3.471 -4.553 -2.647
H 3.794 -5.435 -4.934
C -4.339 -2.344 0.729
C -3.194 -1.934 1.644
O -3.309 -2.045 2.869
O -2.161 -1.494 1.033
H -5.246 -2.529 1.301
H -4.057 -3.253 0.193
H -4.505 -1.565 -0.017

Results
Net charge ... -2
Energy above the lowest of the compared OMol25 structures with the same formula, charge and spin ... 37.25 kcal per mole
F_max ... 0.5 eV/Å
HOMO energy ... -0.41 eV

Atom charges from the Löwdin analysis, given in e for atoms 1 to 5: atom 1 (Ca): 1.030, atom 2 (C): -0.284, atom 3 (P): 0.826, atom 4 (C): -0.299, atom 5 (C): -0.388